141
Properties=species:S:1:pos:R:3:forces:R:3 method="wB97M-V/def2-TZVPD" total_energy_ha=-7346.33575 e_above_lowest_kcal_mol=77.1 spin_multiplicity=1 homo_ha="-0.10725 / -0.10695" total_charge=-1 orbital_gap_ev="3.29 / 3.28" fmax_ha_per_bohr=0.0675
Bi -1.167 -0.498 -0.384 0.9 3.0 1.5
O -6.328 -5.203 -3.750 0.1 0.9 0.5
N -6.280 -4.125 -3.139 -2.7 -1.6 -0.5
O -7.304 -3.608 -2.671 1.1 -0.5 -0.4
C -5.040 -3.494 -3.009 2.9 0.4 -0.4
C -3.953 -4.100 -3.639 -1.9 0.1 0.5
C -2.689 -3.516 -3.651 1.2 1.1 0.5
C -1.576 -4.049 -4.344 -0.3 0.0 0.1
C -0.410 -3.339 -4.385 0.1 0.0 0.1
C -0.343 -2.099 -3.724 -0.1 -0.4 -0.2
N -1.326 -1.606 -3.024 -0.5 0.0 -0.1
C -2.477 -2.294 -2.950 0.2 -1.1 -0.8
C -3.528 -1.759 -2.167 -1.0 0.3 0.6
N -3.236 -0.730 -1.338 -2.0 0.0 -0.9
C -4.226 -0.061 -0.737 0.7 -0.2 -0.7
C -5.541 -0.372 -0.933 -0.8 -1.2 -0.8
C -5.865 -1.540 -1.634 -0.1 1.0 0.6
C -4.855 -2.274 -2.260 0.2 0.0 0.0
H -4.117 -5.035 -4.153 0.0 0.0 0.0
H -1.673 -4.999 -4.855 0.0 0.0 0.0
H 0.451 -3.708 -4.920 0.1 0.0 -0.1
H 0.533 -1.475 -3.802 0.2 0.1 0.0
H -3.865 0.787 -0.135 0.4 0.0 0.3
H -6.319 0.252 -0.522 -0.1 0.1 0.1
H -6.890 -1.856 -1.708 0.1 0.0 0.1
Cl 1.369 -5.373 -0.269 0.3 -0.2 -0.2
C 0.324 -4.700 0.933 -0.3 0.5 -0.3
C 0.275 -5.268 2.189 -0.4 0.2 0.5
C -0.586 -4.759 3.142 0.4 -0.4 -0.2
Cl -0.666 -5.525 4.699 0.0 -0.2 0.3
C -1.435 -3.682 2.855 0.0 0.4 -0.4
C -2.412 -3.168 3.735 -0.2 0.0 -0.2
C -3.248 -2.162 3.321 0.1 -0.5 0.1
C -3.020 -1.579 2.075 0.0 -0.3 0.0
N -2.073 -2.000 1.271 -0.6 -0.1 0.0
C -1.330 -3.071 1.570 0.1 -0.8 0.8
C -0.462 -3.594 0.527 0.2 -0.7 0.6
O -0.455 -3.118 -0.626 -0.1 0.1 -0.7
H 0.894 -6.128 2.403 0.0 0.0 0.1
H -2.493 -3.583 4.729 -0.1 0.0 0.0
H -4.038 -1.796 3.959 0.0 0.1 0.1
H -3.601 -0.740 1.721 0.0 0.3 0.0
C -2.213 1.478 -3.440 0.6 -0.3 0.0
S -0.424 1.088 -3.249 -1.0 1.9 0.9
O 0.103 1.029 -4.624 0.6 -0.6 -1.2
C 0.033 2.761 -2.665 0.0 -0.3 0.1
C -0.554 3.314 -1.538 -0.2 0.1 0.0
C -0.138 4.558 -1.091 0.1 0.0 -0.1
C 0.866 5.240 -1.760 0.0 0.1 0.0
C 1.472 4.668 -2.866 0.1 0.0 0.0
C 1.060 3.423 -3.312 0.0 -0.3 -0.3
H -2.317 2.251 -4.192 0.1 0.2 -0.1
H -2.614 1.791 -2.487 -0.1 0.1 0.3
H -2.712 0.572 -3.763 0.0 -0.2 -0.1
H -1.312 2.772 -0.981 -0.1 -0.1 0.1
H -0.579 4.973 -0.196 -0.1 0.0 0.0
H 1.179 6.220 -1.426 0.0 0.0 0.1
H 2.277 5.186 -3.367 0.0 0.0 -0.1
H 1.521 2.948 -4.164 0.1 0.0 -0.2
C 5.621 0.608 2.110 -0.2 0.2 0.0
C 4.335 1.428 2.248 0.2 -0.2 0.1
N 3.172 0.720 1.768 0.1 0.0 0.0
C 2.552 -0.309 2.375 -0.1 0.2 -0.2
S 1.324 -1.107 1.575 -0.1 -0.5 -0.2
N 2.926 -0.668 3.617 0.3 0.4 0.0
C 2.396 -1.837 4.278 0.0 -0.4 0.2
C 3.255 -3.077 4.047 -0.1 0.2 0.0
H 6.461 1.134 2.556 0.1 0.1 0.0
H 5.840 0.433 1.060 0.0 0.0 -0.2
H 5.519 -0.360 2.595 0.0 -0.1 0.1
H 4.428 2.343 1.661 -0.1 0.0 0.1
H 4.180 1.723 3.292 0.0 0.1 -0.1
H 2.862 0.892 0.820 -0.1 -0.1 0.2
H 3.740 -0.237 4.025 -0.1 0.1 0.0
H 1.407 -2.017 3.855 0.0 0.1 0.2
H 2.303 -1.623 5.346 0.0 0.0 -0.1
H 3.357 -3.255 2.979 0.0 0.0 -0.1
H 2.768 -3.940 4.492 0.0 -0.2 0.1
H 4.244 -2.962 4.488 0.1 0.0 0.0
C 2.460 -2.114 -1.848 0.0 0.0 0.0
C 2.913 -0.706 -1.809 0.1 -0.1 0.0
N 2.210 0.305 -1.375 -0.5 -0.1 -0.1
C 3.014 1.404 -1.446 0.4 0.1 -0.2
C 4.238 1.055 -1.925 0.1 0.3 0.1
N 4.175 -0.299 -2.162 -0.1 0.2 -0.1
C 5.246 -1.080 -2.717 0.2 -0.4 0.4
N 5.777 -0.502 -3.920 -0.1 0.2 -0.7
N 7.054 -0.067 -3.979 0.2 -0.2 0.8
N 7.326 0.352 -5.145 0.6 0.3 -0.2
C 6.222 0.225 -5.934 -1.2 -0.5 0.4
C 5.989 0.541 -7.273 0.0 0.0 0.1
C 4.731 0.283 -7.767 0.2 0.1 -0.2
C 3.717 -0.272 -6.975 -0.1 -0.1 0.3
C 3.919 -0.587 -5.648 -0.2 0.0 -0.1
C 5.187 -0.333 -5.141 0.7 0.3 -0.3
H 1.409 -2.162 -1.578 0.0 -0.1 0.1
H 3.018 -2.720 -1.134 0.0 -0.1 0.0
H 2.580 -2.540 -2.843 0.1 -0.2 -0.1
H 2.651 2.372 -1.160 0.0 0.3 0.0
H 5.124 1.624 -2.129 0.1 0.1 -0.1
H 4.871 -2.090 -2.924 0.1 0.2 0.1
H 6.092 -1.140 -2.018 -0.2 0.0 -0.2
H 6.769 0.974 -7.879 0.1 0.0 -0.1
H 4.508 0.522 -8.796 0.0 0.0 -0.1
H 2.746 -0.450 -7.412 -0.1 0.0 0.0
H 3.126 -0.986 -5.036 -0.1 0.0 0.1
C -2.072 1.274 0.438 0.9 -1.7 0.2
Ge -2.076 1.736 2.280 0.2 0.5 -0.7
C -2.063 0.728 4.046 0.0 0.2 -0.9
C -1.114 -0.253 4.291 0.3 0.0 0.0
C -1.018 -0.862 5.530 0.2 0.0 0.1
C -1.871 -0.487 6.555 0.0 -0.1 0.1
C -2.827 0.485 6.322 -0.1 0.0 0.2
C -2.925 1.078 5.076 -0.1 0.2 -0.1
C -0.547 2.978 2.587 -0.4 -0.4 0.1
C -0.498 3.784 3.713 0.0 0.1 0.1
C 0.557 4.653 3.924 0.1 0.2 0.2
C 1.594 4.711 3.008 0.2 0.1 0.0
C 1.574 3.884 1.899 0.2 0.0 0.0
C 0.511 3.024 1.691 0.0 -0.1 0.0
C -3.739 2.828 2.494 0.4 -0.2 0.2
C -3.751 4.215 2.485 0.2 0.1 0.0
C -4.933 4.927 2.605 -0.1 0.2 0.0
C -6.136 4.256 2.738 -0.1 0.1 0.0
C -6.148 2.872 2.745 -0.2 -0.1 0.0
C -4.961 2.175 2.617 0.0 -0.1 0.0
H -0.453 -0.558 3.488 0.1 0.0 0.0
H -0.279 -1.633 5.704 0.0 -0.1 0.0
H -1.790 -0.950 7.529 0.0 0.0 0.1
H -3.493 0.791 7.116 -0.1 0.0 0.1
H -3.686 1.826 4.896 0.0 0.1 0.1
H -1.303 3.728 4.432 -0.1 0.0 0.2
H 0.580 5.282 4.802 0.0 0.1 0.1
H 2.418 5.396 3.161 0.1 0.0 0.0
H 2.389 3.915 1.190 0.1 0.0 -0.1
H 0.495 2.375 0.826 -0.1 -0.1 -0.1
H -2.812 4.745 2.389 0.1 0.1 0.0
H -4.920 6.010 2.604 0.0 0.1 0.0
H -7.058 4.811 2.842 -0.1 0.0 0.0
H -7.083 2.338 2.867 -0.1 0.0 0.0
H -4.979 1.092 2.621 -0.1 -0.2 0.0

---

158
Properties=species:S:1:pos:R:3:forces:R:3 method="wB97M-V/def2-TZVPD" total_energy_ha=-5361.23955 e_above_lowest_kcal_mol=6.7 spin_multiplicity=1 homo_ha=-0.19604 total_charge=-1 orbital_gap_ev=7.21 fmax_ha_per_bohr=0.0477
Rb 0.351 0.129 1.096 -2.2 0.5 -1.0
C -5.059 0.284 0.822 0.0 0.0 0.0
C -4.123 1.418 0.559 -0.1 0.2 0.2
C -4.293 2.626 1.147 0.0 -0.2 -0.1
C -3.370 3.669 0.879 0.2 0.0 -0.1
N -2.339 3.459 0.132 -0.1 0.4 -0.1
N -2.139 2.271 -0.473 -0.6 -0.2 0.4
B -0.978 2.372 -1.475 -0.1 0.3 0.2
N -0.161 3.652 -1.266 0.5 0.2 0.3
N -0.293 4.528 -2.272 -0.2 0.1 -0.3
C 0.447 5.587 -2.332 0.0 -0.1 0.0
C 1.523 5.764 -1.417 0.0 -0.2 0.1
C 1.646 4.917 -0.367 0.1 0.2 -0.1
C 2.770 5.014 0.612 0.0 0.0 0.0
C 0.642 3.894 -0.175 -0.4 0.1 -0.1
S 0.421 3.171 1.306 0.1 0.3 0.1
C 0.102 6.631 -3.385 -0.1 0.0 -0.1
C -0.299 7.917 -2.645 0.0 -0.1 0.0
C 1.307 6.901 -4.292 0.0 -0.1 0.1
C -1.076 6.162 -4.244 0.1 0.0 0.1
N -1.531 2.251 -2.928 0.4 -0.6 -0.3
N -2.500 2.820 -3.607 -0.3 0.2 0.1
C -2.690 2.390 -4.827 0.0 -0.1 0.0
C -1.844 1.402 -5.410 0.2 0.0 0.1
C -0.848 0.812 -4.687 -0.1 -0.1 -0.1
C 0.103 -0.229 -5.180 -0.1 0.1 0.1
C -0.757 1.245 -3.348 -0.3 0.3 0.0
S 0.267 0.903 -2.023 -0.1 -0.1 -0.8
C -3.851 2.979 -5.611 -0.1 0.1 -0.1
C -4.745 1.831 -6.104 0.1 0.0 0.1
C -4.678 3.918 -4.732 0.1 -0.1 0.0
C -3.310 3.762 -6.816 0.0 0.0 0.1
C -3.032 1.239 -0.370 0.2 0.2 -0.1
S -2.922 -0.144 -1.315 0.0 0.0 0.0
C -3.581 5.082 1.410 0.1 0.0 0.0
C -4.786 5.679 0.667 0.1 0.0 0.0
C -2.349 5.950 1.136 -0.1 -0.2 0.0
C -3.850 5.031 2.919 0.1 -0.1 -0.1
H -5.888 0.613 1.447 0.0 0.0 0.0
H -4.522 -0.514 1.339 0.0 0.0 0.0
H -5.430 -0.126 -0.117 0.0 -0.1 0.0
H -5.124 2.795 1.820 0.0 0.0 0.0
H 2.252 6.550 -1.576 0.0 0.0 0.1
H 3.442 5.830 0.347 0.0 0.0 0.0
H 3.318 4.070 0.619 0.0 0.0 0.0
H 2.381 5.163 1.618 0.0 0.0 0.0
H 0.520 8.293 -2.030 0.0 0.0 0.0
H -1.153 7.725 -1.992 0.0 0.0 0.0
H -0.579 8.691 -3.364 0.0 0.0 0.0
H 2.175 7.237 -3.722 0.0 0.0 0.0
H 1.057 7.675 -5.021 0.0 0.0 0.0
H 1.582 5.994 -4.832 0.0 0.0 0.0
H -1.939 5.931 -3.620 0.0 0.0 0.0
H -0.813 5.252 -4.785 0.0 0.0 0.0
H -1.345 6.942 -4.961 0.0 0.0 0.0
H -1.992 1.121 -6.445 0.0 0.0 0.0
H 0.213 -0.186 -6.262 0.0 0.0 0.0
H -0.262 -1.219 -4.898 0.0 0.0 0.0
H 1.073 -0.090 -4.700 0.0 0.0 -0.1
H -5.043 1.192 -5.271 0.0 0.0 0.0
H -4.228 1.211 -6.839 0.0 0.0 0.0
H -5.645 2.232 -6.573 0.0 0.0 0.0
H -5.064 3.390 -3.860 0.0 0.0 0.0
H -5.520 4.311 -5.305 0.0 0.0 0.0
H -4.071 4.751 -4.379 0.0 0.0 0.0
H -2.749 3.113 -7.491 0.0 0.0 0.0
H -2.649 4.566 -6.484 0.0 0.0 0.0
H -4.137 4.203 -7.375 0.0 0.0 0.0
H -4.588 5.702 -0.407 0.0 0.0 0.0
H -4.968 6.700 1.010 0.0 0.0 0.0
H -5.691 5.090 0.833 0.0 0.0 0.0
H -2.145 5.992 0.065 0.1 0.0 0.0
H -1.470 5.527 1.622 0.1 0.0 0.0
H -2.520 6.964 1.507 0.0 0.0 0.0
H -4.834 4.612 3.140 0.0 0.0 0.0
H -3.804 6.036 3.343 -0.1 0.0 0.0
H -3.106 4.403 3.412 0.0 0.0 0.1
O 2.134 -0.358 4.876 0.0 -0.1 -0.1
C 2.004 -0.676 3.674 -0.1 0.0 0.7
O 0.938 -1.078 3.131 0.6 -0.6 1.1
C 3.202 -0.443 2.773 0.0 0.3 0.0
C 4.488 -0.257 3.265 0.1 -0.1 0.0
C 5.465 0.177 2.382 -0.1 0.0 0.0
C 5.111 0.500 1.079 0.1 -0.2 0.0
C 3.793 0.307 0.688 0.1 0.0 -0.2
N 2.884 -0.213 1.506 0.8 0.1 0.4
C 3.235 0.834 -0.637 0.1 0.1 0.0
O 3.951 0.822 -1.643 0.0 0.0 0.0
O 2.064 1.291 -0.492 0.9 0.2 0.0
H 4.695 -0.442 4.310 0.0 0.0 0.0
H 6.486 0.311 2.722 0.0 0.0 0.0
H 5.825 0.898 0.371 0.0 0.0 0.0
C 1.235 -5.256 0.753 -0.2 0.0 -0.1
C 0.035 -5.778 -0.033 0.1 0.0 0.0
C -0.168 -5.048 -1.365 0.0 0.0 0.1
Sb -1.375 -3.243 -1.197 -0.3 -0.4 -0.4
C -1.992 -3.446 -3.274 0.1 0.2 0.2
C -3.329 -3.474 -3.659 0.0 0.0 0.1
C -3.678 -3.619 -4.995 0.0 0.0 0.0
C -2.694 -3.730 -5.967 0.0 0.0 0.0
C -1.357 -3.690 -5.597 0.0 0.0 -0.1
C -1.013 -3.545 -4.260 0.0 -0.1 0.1
C -3.138 -4.274 -0.482 0.2 0.1 0.0
C -4.060 -3.557 0.273 0.0 0.1 0.0
C -5.203 -4.169 0.771 -0.1 0.0 0.0
C -5.434 -5.512 0.517 0.0 0.0 0.0
C -4.524 -6.236 -0.243 0.0 0.0 0.0
C -3.386 -5.618 -0.741 0.0 0.0 0.0
Sb 1.088 -3.153 1.405 0.4 -0.9 0.3
C -0.617 -3.570 2.652 0.1 0.1 -0.1
C -1.698 -2.692 2.654 0.1 0.0 0.0
C -2.768 -2.875 3.517 -0.1 0.0 0.0
C -2.780 -3.961 4.381 0.0 0.0 0.0
C -1.717 -4.854 4.380 0.0 0.0 0.0
C -0.645 -4.656 3.520 0.0 -0.1 0.0
C 2.629 -3.612 2.841 0.0 0.1 -0.1
C 3.881 -3.962 2.340 0.0 0.0 -0.1
C 4.946 -4.222 3.190 0.0 0.0 0.0
C 4.776 -4.115 4.563 0.0 0.0 0.0
C 3.535 -3.760 5.075 0.0 0.0 0.0
C 2.469 -3.519 4.220 -0.1 -0.1 0.0
H 2.135 -5.342 0.136 0.0 0.0 0.0
H 1.400 -5.865 1.644 0.0 0.1 0.0
H -0.865 -5.700 0.586 0.0 -0.1 0.0
H 0.176 -6.847 -0.235 0.0 0.0 0.0
H -0.644 -5.690 -2.107 0.0 0.1 0.0
H 0.804 -4.748 -1.770 0.0 0.0 -0.1
H -4.103 -3.386 -2.905 0.0 0.0 0.0
H -4.723 -3.647 -5.280 0.0 0.0 0.0
H -2.967 -3.850 -7.008 0.0 0.0 0.0
H -0.583 -3.772 -6.352 0.0 0.0 0.0
H 0.036 -3.517 -3.980 0.0 0.0 -0.1
H -3.883 -2.505 0.463 0.0 0.0 0.0
H -5.910 -3.598 1.360 0.0 0.0 0.0
H -6.321 -5.995 0.909 0.0 0.0 0.0
H -4.704 -7.285 -0.447 0.0 0.0 0.0
H -2.690 -6.196 -1.339 0.0 0.0 0.0
H -1.697 -1.832 1.991 -0.1 0.0 0.1
H -3.588 -2.167 3.520 0.0 0.0 0.0
H -3.614 -4.108 5.057 0.0 0.0 0.0
H -1.721 -5.702 5.054 0.0 0.0 0.0
H 0.190 -5.349 3.545 0.0 0.0 0.0
H 4.031 -4.023 1.266 0.1 0.0 0.0
H 5.910 -4.503 2.782 0.0 0.0 0.0
H 5.606 -4.309 5.231 0.0 0.0 0.0
H 3.401 -3.657 6.145 0.0 0.0 0.0
H 1.508 -3.235 4.630 0.0 0.1 0.0
C 0.884 2.485 5.723 0.0 -0.1 0.1
N -0.330 2.437 4.927 0.3 -0.2 0.0
C -1.066 1.333 4.715 -0.2 0.3 0.3
N -0.710 0.206 5.347 0.5 -0.1 0.1
S -2.460 1.437 3.775 -0.3 -0.1 -0.4
H 1.308 3.483 5.652 0.0 0.0 0.0
H 1.623 1.759 5.384 0.0 0.0 0.0
H 0.657 2.279 6.773 0.0 0.0 0.0
H -0.562 3.225 4.350 -0.1 0.0 -0.1
H 0.292 0.030 5.493 -0.1 0.0 -0.1
H -1.201 -0.609 5.014 0.0 0.0 0.0